A structure of composition C33H51Br9O20 in a non-equilibrium geometry, computed with wB97M-V/def2-TZVPD.

Summary:
Total charge   0
E_LUMO   -0.9 eV
Spin multiplicity   1
HOMO-LUMO gap   8.2 eV

Element x y z (Å)
C  -3.00268  -0.42769  4.20049
C  -3.79236  -0.75414  2.93089
C  -4.69756  0.31586  2.45159
O  -4.44021  0.28011  1.06388
C  -3.42131  -0.49388  0.75724
O  -3.17587  -0.69141  -0.41655
O  -2.95964  -1.09006  1.83627
H  -2.62693  -1.33238  4.67939
H  -3.68741  -0.05398  4.96271
H  -2.18711  0.27098  4.01569
H  -4.46902  -1.60460  3.03783
H  -4.27777  1.22743  2.88209
H  -5.73762  0.21562  2.75649
C  2.98982  -1.24540  4.28678
C  2.16791  -0.83569  5.54796
C  2.72491  0.31065  6.40614
O  1.68519  1.34232  6.24511
C  0.69419  0.92707  5.49860
O  -0.20875  1.69376  5.12496
O  0.89293  -0.36292  5.10662
H  2.38299  -1.72940  3.52123
H  3.78846  -1.95347  4.50923
H  3.45228  -0.42315  3.73861
H  2.12849  -1.70882  6.19913
H  3.70863  0.69765  6.14248
H  2.80724  0.05080  7.46118
C  -0.30051  -3.44589  3.71512
C  0.64927  -4.67279  3.95507
C  1.20518  -5.38664  2.71000
O  2.59774  -5.53762  2.96305
C  2.95658  -4.80432  4.03981
O  4.13122  -4.68207  4.39615
O  1.87962  -4.13819  4.48358
H  -0.20611  -2.67821  4.48424
H  -1.37270  -3.62954  3.79430
H  -0.13475  -2.93284  2.76778
H  0.20154  -5.33898  4.69234
H  0.93068  -4.78428  1.84386
H  0.74940  -6.37279  2.62595
C  -0.64106  5.19639  -2.80698
C  0.65017  5.64486  -3.45094
C  1.96134  5.38150  -2.65879
O  2.88779  5.00543  -3.65741
C  2.22253  4.62044  -4.75753
O  2.64286  4.12678  -5.74815
O  0.92038  4.80305  -4.58129
H  -0.97661  5.77743  -1.94600
H  -0.59527  4.20738  -2.35071
H  -1.46020  5.29816  -3.51870
H  0.66106  6.66337  -3.84100
H  1.76005  4.51390  -2.03031
H  2.20609  6.29625  -2.12105
C  -0.64506  1.83043  1.83208
C  -1.24104  3.23980  1.69319
C  -2.60456  3.28159  1.10570
O  -3.52227  3.98075  1.91483
C  -2.88175  4.32806  3.04124
O  -3.45901  4.93131  3.91975
O  -1.59149  3.80801  2.93326
H  -0.20032  1.44853  0.91300
H  -1.40601  1.09411  2.09390
H  0.11251  1.83562  2.61533
H  -0.56573  3.87848  1.12238
H  -2.88275  2.22739  1.06916
H  -2.47074  3.66379  0.09369
C  0.70640  -1.47210  0.47077
C  1.15061  -1.00127  -0.91839
C  0.06900  -0.94618  -1.94304
O  0.00095  0.38139  -2.37675
C  0.85406  1.13230  -1.66706
O  0.91671  2.36052  -1.74932
O  1.51899  0.36286  -0.79699
H  0.47992  -2.53103  0.59154
H  -0.11156  -0.84010  0.81888
H  1.50119  -1.29281  1.19668
H  1.93394  -1.66540  -1.28349
H  -0.92356  -1.18231  -1.55643
H  0.20466  -1.51303  -2.86444
C  -2.69719  -3.72513  -2.35914
C  -2.65086  -2.93505  -3.64865
O  -1.58186  -2.77192  -4.24990
C  -3.92115  -2.26009  -4.12175
H  -1.87884  -4.44306  -2.32181
H  -3.60825  -4.32011  -2.28368
H  -2.73430  -2.97991  -1.56356
H  -3.75592  -1.73875  -5.06329
H  -4.31380  -1.51640  -3.42752
H  -4.63227  -3.08677  -4.15096
C  -1.05063  2.26453  -5.22071
C  -2.07178  1.17745  -5.75100
O  -3.26731  1.36887  -5.56975
C  -1.50815  -0.06772  -6.39604
H  -0.40887  1.79413  -4.47451
H  -1.53100  3.15055  -4.80920
H  -0.34644  2.63885  -5.96525
H  -0.80927  -0.53634  -5.70334
H  -1.03721  0.18727  -7.34681
H  -2.23745  -0.79999  -6.74221
C  3.44412  -4.97306  -0.74928
Br  3.45696  -3.35174  0.42620
Br  4.70189  -4.78708  -2.24403
Br  1.61136  -5.41860  -1.34246
H  3.84941  -5.79697  -0.16653
C  3.42282  -0.84440  -4.71386
Br  2.48029  -2.59113  -4.77000
Br  3.97827  -0.34082  -2.89787
Br  2.35699  0.57519  -5.43681
H  4.31264  -0.97874  -5.32443
C  4.18235  2.79008  -0.51094
Br  4.52600  1.09335  0.40413
Br  5.84722  3.78210  -0.85039
Br  2.88463  3.77617  0.62456
H  3.77944  2.56839  -1.49712

Atoms 1-3, force components in eV/Å:
C -0.5 -0.8 -0.1
C -0.6 -1.8 2.0
C 1.4 1.6 0.5

Löwdin population analysis, charges in e, atoms 1 to 99: 0.012 -0.332 -0.090 0.084 -0.599 0.129 0.104 0.075 0.098 0.071 0.157 0.130 0.151 -0.007 -0.277 -0.030 0.086 -0.533 0.101 0.059 0.056 0.081 0.081 0.145 0.134 0.128 0.004 -0.240 -0.105 0.032 -0.537 0.115 0.046 0.069 0.079 0.062 0.150 0.090 0.137 -0.022 -0.277 -0.104 0.073 -0.600 0.142 0.064 0.084 0.066 0.087 0.154 0.070 0.139 0.018 -0.316 -0.117 0.089 -0.488 0.147 0.073 0.071 0.063 0.084 0.142 0.111 0.142 -0.052 -0.347 -0.106 0.066 -0.547 0.068 -0.003 0.058 0.074 0.052 0.069 0.119 0.104 -0.016 -0.460 0.021 -0.002 0.075 0.079 0.067 0.071 0.092 0.084 -0.015 -0.430 0.041 -0.033 0.039 0.063 0.071 0.059 0.085 0.073 -1.461

A cluster of 11 separate species, C33H51BrF3IN13O in total in a non-equilibrium geometry, computed with wB97M-V/def2-TZVPD.

Summary:
Total charge   +1
E_LUMO   -3.2 eV
Spin multiplicity   1
HOMO-LUMO gap   7.5 eV

Element x y z (Å)
O  -3.01714  -3.85000  4.01878
C  -1.83273  -3.43115  4.70453
C  -1.00069  -2.58294  3.75718
C  -1.06628  -1.05396  4.03243
C  -1.70477  -0.25099  2.89739
C  -0.80244  0.17583  1.72269
C  0.51959  -0.60255  1.55008
C  0.75240  -0.97288  0.06554
I  2.72198  -0.50096  -0.58738
C  -3.08463  -0.84861  2.55155
N  -4.13854  0.20624  2.68517
C  -4.89734  0.43445  1.41666
C  -6.43916  0.23847  1.62153
C  -7.05467  -0.88414  0.86968
F  -7.61363  -0.55697  -0.33345
C  -7.21045  -2.16646  1.28859
F  -6.21215  -2.99351  1.51248
F  -8.36373  -2.75667  1.51360
C  -3.48128  1.27121  3.22346
N  -3.99612  2.45914  3.54015
Br  -5.74400  2.94622  3.29721
N  -2.19960  1.03522  3.50467
H  -3.60633  -4.29651  4.63432
H  -2.06037  -2.92585  5.64574
H  -1.25498  -4.33199  4.93342
H  -1.29922  -2.76617  2.72480
H  0.04142  -2.88515  3.85550
H  -1.70072  -0.90031  4.90721
H  -0.08230  -0.67800  4.31317
H  -0.57213  1.23960  1.75458
H  -1.38511  0.03007  0.80929
H  1.35883  0.02025  1.84857
H  0.54763  -1.53098  2.11063
H  0.59189  -2.03803  -0.07418
H  0.07525  -0.44714  -0.59981
H  -3.39933  -1.66542  3.19788
H  -3.00963  -1.28794  1.55837
H  -4.66663  1.40423  0.97604
H  -4.60955  -0.31937  0.69241
H  -6.61033  0.14402  2.69058
H  -6.93636  1.16048  1.32296
H  -3.41362  3.17599  3.93978
H  -1.57606  1.82752  3.55226
C  3.47425  -1.89903  -4.41685
C  2.07189  -1.75857  -4.06360
N  0.96901  -1.64053  -3.77078
H  3.69876  -1.33760  -5.32255
H  4.10707  -1.52118  -3.61413
H  3.72568  -2.94408  -4.58915
C  6.29249  0.74661  0.61904
C  6.88043  0.50772  -0.68590
N  7.30432  0.31800  -1.73435
H  5.80055  1.71755  0.64523
H  5.54198  -0.00651  0.85380
H  7.04432  0.73165  1.40710
C  9.55505  0.70331  -4.40459
C  9.57978  1.48336  -5.63128
N  9.60001  2.11506  -6.58930
H  9.47600  -0.36116  -4.61674
H  10.45834  0.86347  -3.81819
H  8.70057  0.98023  -3.78733
C  -6.63903  -0.11051  -3.27822
C  -6.75204  0.84478  -4.36947
N  -6.84095  1.60444  -5.22344
H  -7.42944  0.04182  -2.54905
H  -6.71351  -1.13260  -3.64582
H  -5.68214  -0.00490  -2.76909
C  -5.90661  6.80485  1.00796
C  -4.95980  5.70232  1.05869
N  -4.20696  4.83779  1.09924
H  -5.44221  7.68744  0.57216
H  -6.77133  6.54118  0.40154
H  -6.25340  7.06084  2.00779
C  1.56475  -5.90361  6.12406
C  1.62940  -4.99545  4.98951
N  1.68071  -4.28702  4.08830
H  1.55585  -6.93811  5.78580
H  2.42569  -5.76505  6.77535
H  0.66304  -5.72786  6.70833
C  5.47210  2.63955  -4.09407
C  4.90209  2.35400  -2.79173
N  4.46785  2.12822  -1.75329
H  4.74324  2.49542  -4.89646
H  5.83376  3.66350  -4.14289
H  6.31562  1.97695  -4.29546
C  -8.39023  -5.15532  3.34391
C  -7.76006  -5.78827  4.49240
N  -7.26621  -6.28123  5.40242
H  -7.89332  -5.44445  2.41965
H  -9.43908  -5.43583  3.26485
H  -8.33837  -4.07503  3.43383
C  5.89061  2.56914  -8.63747
C  4.86034  2.36682  -7.63097
N  4.05334  2.20768  -6.83068
H  6.68552  1.83338  -8.52779
H  5.47230  2.47562  -9.63797
H  6.33025  3.56022  -8.54170
C  9.33516  4.61458  -3.25882
C  7.97285  5.12318  -3.22430
N  6.89856  5.52505  -3.19710
H  9.54086  4.00991  -2.37673
H  9.49321  3.99917  -4.14445
H  10.05010  5.43483  -3.28535

Atoms 1-3, force components in eV/Å:
O -0.2 0.5 0.1
C 0.1 -0.9 -0.5
C 0.4 0.9 0.3

Löwdin population analysis, charges in e, atoms 1 to 99: -0.076 -0.239 -0.172 -0.114 -0.357 -0.096 -0.278 -0.648 0.882 -0.037 0.020 -0.127 -0.141 -0.203 0.048 -0.280 0.164 0.156 -0.392 -0.317 0.912 0.162 0.091 0.120 0.102 0.122 0.052 0.116 0.126 0.124 0.111 0.068 0.087 0.044 0.032 0.119 0.135 0.114 0.119 0.098 0.098 0.103 0.165 -0.074 -0.323 0.125 0.082 0.058 0.084 -0.091 -0.285 0.148 0.073 0.035 0.082 -0.079 -0.296 0.126 0.086 0.086 0.031 -0.080 -0.282 0.131 0.057 0.087 0.077 -0.058 -0.297 0.105 0.091 0.089 0.086 -0.059 -0.256 0.147 0.089 0.087 0.081 -0.073 -0.261 0.102 0.021 0.040 0.070 -0.080 -0.280 0.126 0.083 0.090 0.060 -0.059 -0.251 0.135 0.080 0.085 0.087 -0.058 -0.266

Number 1: M 1486.89 g/mol. Number 2: M 909.66 g/mol.